No. 1
The following is a DFT calculation (ωB97M-V with the def2-TZVPD basis set) of H3O2SSi as an isolated structure.

Output
HOMO energy (spin up / spin down)	-3.1 / -3.1	eV
relative energy (zero: lowest compared OMol25 entry of this formula, charge and spin)	1.086	eV
charge	-1
gap between HOMO and LUMO (spin up / spin down)	6.843 / 6.829	eV
energy	-22856.0692	eV
strongest force on any atom	2.2	eV/A
LUMO energy (spin up / spin down)	3.746 / 3.745	eV

Structure (XYZ):
```
7
Properties=species:S:1:pos:R:3:nbo_charge:R:1
O 1.452 -0.720 -0.903 -1.265
O 3.782 0.725 1.007 -0.883
Si 0.230 -0.444 0.017 1.266
S 3.549 -0.267 -0.060 0.686
H -0.965 -1.429 -0.388 -0.270
H 0.420 -0.465 1.625 -0.258
H -0.244 1.010 -0.313 -0.276
```

=====

No. 2
The following is a DFT calculation (ωB97M-V with the def2-TZVPD basis set) of a 2-piece molecular cluster, H3O4PSi overall.

Output
HOMO energy	-1.1	eV
relative energy (zero: lowest compared OMol25 entry of this formula, charge and spin)	0.320	eV
charge	-2
gap between HOMO and LUMO	8.212	eV
energy	-25407.0334	eV
strongest force on any atom	3.7	eV/A
LUMO energy	7.080	eV

Structure (XYZ):
```
9
Properties=species:S:1:pos:R:3:nbo_charge:R:1
O -4.088 1.346 0.299 -1.180
O -4.347 -0.987 1.217 -1.167
O -4.176 -0.545 -1.371 -1.159
O -1.265 -0.453 0.103 -1.320
Si -0.249 0.641 -0.159 1.354
P -4.096 -0.109 0.027 2.488
H 0.000 1.457 -1.544 -0.337
H -0.242 1.734 0.824 -0.309
H 1.325 0.222 -0.159 -0.371
```